Entry 1:
DFT (ωB97M-V/def2-TZVPD) results for 2 unconnected molecules or ions with the total composition C31H43F2.

Element x y z (Å)
1 C -4.754 -2.317 2.168
2 C -4.677 -0.835 2.557
3 C -4.527 0.109 1.365
4 C -4.629 1.591 1.737
5 C -3.491 2.139 2.614
6 C -2.156 2.358 1.883
7 C -1.167 1.204 1.981
8 C 0.134 1.541 1.241
9 C 1.205 0.470 1.262
10 C 2.484 0.861 1.355
11 C 0.853 -0.999 1.123
12 C 0.711 -1.736 2.464
13 C 0.276 -3.197 2.313
14 C -1.040 -3.396 1.556
15 C -2.233 -2.748 2.253
16 C -3.522 -2.881 1.450
17 H -4.929 -2.898 3.083
18 H -5.623 -2.472 1.517
19 H -5.599 -0.572 3.098
20 H -3.855 -0.671 3.269
21 H -3.580 -0.091 0.842
22 H -5.319 -0.119 0.635
23 H -4.678 2.173 0.808
24 H -5.575 1.754 2.269
25 H -3.812 3.117 2.996
26 H -3.338 1.494 3.489
27 H -2.339 2.579 0.821
28 H -1.671 3.253 2.303
29 H -0.942 0.987 3.040
30 H -1.609 0.284 1.563
31 H -0.113 1.780 0.189
32 H 0.564 2.463 1.671
33 H 3.295 0.132 1.315
34 H 2.726 1.871 1.689
35 H -0.066 -1.101 0.526
36 H 1.661 -1.491 0.554
37 H 1.680 -1.705 2.982
38 H 0.006 -1.194 3.114
39 H 1.062 -3.749 1.784
40 H 0.190 -3.638 3.314
41 H -0.956 -3.003 0.532
42 H -1.238 -4.473 1.458
43 H -2.367 -3.212 3.246
44 H -2.025 -1.685 2.463
45 H -3.695 -3.947 1.242
46 H -3.393 -2.390 0.473
47 C 6.980 2.005 0.135
48 C 5.633 1.883 -0.470
49 C 5.283 0.741 -1.189
50 F 6.232 -0.240 -1.326
51 C 4.042 0.549 -1.761
52 C 3.064 1.577 -1.627
53 C 1.730 1.462 -2.083
54 C 1.301 0.816 -3.273
55 C 2.165 0.105 -4.166
56 C 1.623 -0.577 -5.236
57 F 2.454 -1.312 -6.047
58 C 0.270 -0.544 -5.569
59 C -0.245 -1.358 -6.694
60 C -0.566 0.257 -4.772
61 C -0.075 0.908 -3.656
62 C 3.420 2.750 -0.903
63 C 4.670 2.896 -0.349
64 H 6.979 2.848 0.830
65 H 7.262 1.099 0.682
66 H 7.748 2.193 -0.625
67 H 3.804 -0.389 -2.258
68 H 0.986 2.122 -1.630
69 H 3.241 0.103 -4.016
70 H -1.289 -1.095 -6.880
71 H 0.324 -1.199 -7.616
72 H -0.203 -2.429 -6.460
73 H -1.618 0.349 -5.050
74 H -0.734 1.522 -3.040
75 H 2.657 3.520 -0.765
76 H 4.928 3.799 0.208

Multiplicity: 1
Orbital gap: 5.69 eV
Charge: +1


Entry 2:
DFT (ωB97M-V/def2-TZVPD) results for a molecular structure, C31H43NiP2S2Sb.

Element x y z (Å)
1 Ni 2.751 0.229 -1.766
2 C -0.147 0.851 -3.506
3 P 1.350 -0.161 -3.358
4 C 0.741 -1.864 -3.539
5 C 2.214 0.225 -4.939
6 C 3.694 -0.099 -4.775
7 P 4.231 0.644 -3.185
8 C 4.742 2.332 -3.621
9 C 5.791 -0.185 -2.782
10 H -0.664 0.640 -4.444
11 H 0.117 1.908 -3.461
12 H -0.801 0.618 -2.669
13 H 0.133 -1.997 -4.435
14 H 0.135 -2.079 -2.655
15 H 1.582 -2.557 -3.548
16 H 2.094 1.301 -5.099
17 H 1.751 -0.284 -5.787
18 H 4.298 0.253 -5.614
19 H 3.840 -1.180 -4.685
20 H 5.525 2.329 -4.381
21 H 5.107 2.822 -2.718
22 H 3.882 2.896 -3.983
23 H 6.519 -0.106 -3.591
24 H 5.583 -1.233 -2.568
25 H 6.188 0.274 -1.877
26 C 2.144 -1.032 2.537
27 C 2.514 -0.342 1.250
28 S 1.989 -1.082 -0.254
29 C 3.266 0.788 1.210
30 C 3.794 1.473 2.441
31 S 3.629 1.532 -0.347
32 H 1.438 -1.841 2.361
33 H 1.691 -0.329 3.239
34 H 3.029 -1.458 3.019
35 H 2.985 1.960 2.993
36 H 4.520 2.240 2.172
37 H 4.275 0.765 3.119
38 C -4.499 -2.099 1.715
39 C -4.828 -0.915 0.845
40 C -6.165 -0.561 0.664
41 C -6.535 0.533 -0.106
42 C -5.557 1.294 -0.725
43 C -4.224 0.949 -0.556
44 C -3.839 -0.136 0.230
45 Sb -1.687 -0.390 0.231
46 C -1.316 -1.633 1.951
47 C -1.248 -1.083 3.226
48 C -0.967 -1.874 4.333
49 C -0.733 -3.228 4.161
50 C -0.774 -3.779 2.887
51 C -1.061 -2.999 1.772
52 C -1.050 -3.625 0.402
53 C -1.185 1.485 1.148
54 C 0.032 1.995 0.690
55 C 0.532 3.202 1.160
56 C -0.198 3.918 2.095
57 C -1.411 3.419 2.552
58 C -1.924 2.207 2.095
59 C -3.252 1.740 2.640
60 H -5.409 -2.610 2.030
61 H -3.952 -1.797 2.610
62 H -3.871 -2.819 1.190
63 H -6.931 -1.158 1.144
64 H -7.581 0.784 -0.223
65 H -5.826 2.150 -1.331
66 H -3.463 1.558 -1.038
67 H -1.395 -0.019 3.365
68 H -0.920 -1.430 5.320
69 H -0.506 -3.856 5.014
70 H -0.571 -4.836 2.755
71 H -0.918 -4.705 0.466
72 H -0.225 -3.213 -0.186
73 H -1.978 -3.432 -0.141
74 H 0.623 1.440 -0.038
75 H 1.485 3.563 0.794
76 H 0.175 4.861 2.475
77 H -1.974 3.979 3.290
78 H -3.381 2.079 3.668
79 H -3.344 0.653 2.622
80 H -4.080 2.140 2.049

ΔE to the lowest compared entry with this formula, charge and spin: 30.3 kJ/mol
Multiplicity: 1
Orbital gap (alpha / beta): 6.95 / 6.95 eV


Entry 3:
DFT (ωB97M-V/def2-TZVPD) results for a molecular structure, C31H44AlBr2Cl3FN3O9.

Element x y z (Å)
1 N 6.145 1.425 -1.661
2 C 4.772 1.854 -1.951
3 C 4.746 3.263 -2.599
4 O 5.684 3.253 -3.684
5 C 3.387 3.653 -3.223
6 C 2.164 3.401 -2.356
7 C 2.143 3.392 -1.029
8 C 0.847 3.085 -0.328
9 O 0.496 3.626 0.701
10 C -0.013 2.068 -1.047
11 C -0.755 1.143 -0.358
12 C -1.485 0.232 -1.099
13 C -1.486 0.256 -2.467
14 C -0.741 1.184 -3.166
15 C -0.003 2.085 -2.439
16 C 0.877 3.115 -3.100
17 O 0.597 3.702 -4.131
18 H 6.661 2.181 -1.230
19 H 6.599 1.106 -2.505
20 H 4.267 1.112 -2.585
21 H 4.258 1.827 -0.985
22 H 5.054 4.048 -1.898
23 H 5.569 2.415 -4.145
24 H 3.398 4.705 -3.532
25 H 3.250 3.076 -4.148
26 H 3.068 3.568 -0.486
27 H -0.722 1.129 0.727
28 H -2.064 -0.520 -0.570
29 H -2.042 -0.467 -3.058
30 H -0.691 1.226 -4.250
31 C -1.279 1.774 -7.320
32 O -2.168 2.663 -7.014
33 O -0.902 1.571 -8.494
34 O -0.716 1.035 -6.489
35 C 1.161 0.829 5.003
36 C 0.183 1.042 3.875
37 O -0.374 0.110 3.336
38 C -0.074 2.461 3.440
39 H 1.251 -0.235 5.211
40 H 2.142 1.215 4.722
41 H 0.803 1.334 5.903
42 H 0.852 2.918 3.091
43 H -0.484 3.040 4.270
44 H -0.792 2.463 2.625
45 C -6.080 -5.623 -1.780
46 O -7.072 -4.782 -2.336
47 C -7.844 -4.074 -1.373
48 C -7.510 -2.593 -1.380
49 N -6.175 -2.345 -0.848
50 C -5.667 -0.994 -1.086
51 C -5.507 -0.521 -2.530
52 O -4.480 -1.178 -3.255
53 C -4.838 -2.439 -3.798
54 H -5.705 -6.264 -2.577
55 H -5.239 -5.047 -1.380
56 H -6.494 -6.259 -0.991
57 H -7.734 -4.501 -0.372
58 H -8.891 -4.188 -1.668
59 H -8.242 -2.057 -0.768
60 H -7.607 -2.241 -2.414
61 H -5.528 -3.004 -1.259
62 H -4.682 -0.947 -0.613
63 H -6.306 -0.285 -0.551
64 H -5.205 0.529 -2.489
65 H -6.448 -0.542 -3.090
66 H -5.886 -2.477 -4.100
67 H -4.616 -3.242 -3.090
68 H -4.218 -2.608 -4.679
69 Al -1.978 3.978 -5.660
70 N 2.552 -2.255 6.362
71 C 1.760 -2.037 7.416
72 C 1.012 -3.027 8.035
73 C 1.082 -4.315 7.534
74 C 1.894 -4.563 6.441
75 C 2.605 -3.503 5.898
76 H 1.732 -1.013 7.773
77 H 0.391 -2.795 8.887
78 H 0.510 -5.115 7.989
79 H 1.977 -5.555 6.018
80 H 3.256 -3.653 5.044
81 Br 9.489 7.045 -2.045
82 C 9.825 5.370 -2.977
83 C 8.756 4.351 -2.685
84 Br 8.983 3.569 -0.914
85 H 10.817 5.040 -2.685
86 H 9.826 5.626 -4.035
87 H 8.825 3.514 -3.376
88 H 7.754 4.763 -2.722
89 C -0.365 -5.840 11.091
90 Cl -0.831 -6.261 12.739
91 Cl -1.436 -6.618 9.923
92 Cl -0.369 -4.088 10.867
93 H 0.642 -6.200 10.921
94 F -4.320 2.901 -6.969

Multiplicity: 1
Orbital gap: 3.55 eV


Entry 4:
DFT (ωB97M-V/def2-TZVPD) results for a molecular structure, C31H44BBrClN6O2Pd.

Element x y z (Å)
1 Pd -0.119 0.375 -0.649
2 C 1.871 -2.740 -0.133
3 C 1.272 -1.830 0.888
4 C 1.902 -1.202 1.968
5 C 0.909 -1.053 2.983
6 N -0.238 -1.594 2.563
7 N -0.091 -1.936 1.195
8 B -1.421 -1.964 0.416
9 N -1.234 -2.248 -1.093
10 N -0.452 -1.235 -1.753
11 C -0.430 -1.515 -3.048
12 C -1.142 -2.761 -3.208
13 C -1.722 -3.134 -2.009
14 C -2.778 -4.147 -1.829
15 C 0.464 -0.776 -3.983
16 C 1.949 -1.052 -3.748
17 C 0.147 0.766 -3.976
18 C 0.186 -1.351 -5.352
19 N -2.428 -0.769 0.498
20 N -2.224 0.195 -0.462
21 C -3.070 1.198 -0.184
22 C -3.805 0.888 1.029
23 C -3.323 -0.362 1.433
24 C -3.717 -1.237 2.612
25 C -3.345 2.353 -1.081
26 C -4.844 2.428 -1.405
27 C -2.901 3.574 -0.210
28 C -2.495 2.262 -2.339
29 C 1.152 -0.696 4.460
30 C 1.805 -1.936 5.221
31 C -0.112 -0.217 5.084
32 C 2.323 0.270 4.454
33 H 2.495 -2.214 -0.829
34 H 1.055 -3.145 -0.681
35 H 2.444 -3.555 0.439
36 H 2.894 -0.762 1.997
37 H -2.012 -2.924 0.782
38 H -1.294 -3.335 -4.089
39 H -3.737 -3.624 -1.818
40 H -2.641 -4.701 -0.937
41 H -2.854 -4.919 -2.605
42 H 2.291 -0.784 -2.733
43 H 2.534 -0.462 -4.508
44 H 2.241 -2.146 -3.842
45 H 0.791 1.257 -3.248
46 H -0.914 1.027 -3.841
47 H 0.538 1.157 -4.899
48 H 0.725 -2.293 -5.430
49 H 0.650 -0.642 -6.075
50 H -0.889 -1.422 -5.574
51 H -4.639 1.510 1.314
52 H -4.575 -0.851 3.155
53 H -2.836 -1.386 3.288
54 H -3.972 -2.203 2.232
55 H -5.321 2.694 -0.420
56 H -5.173 1.485 -1.808
57 H -5.008 3.269 -2.095
58 H -3.427 3.503 0.759
59 H -3.038 4.578 -0.688
60 H -1.849 3.506 0.109
61 H -2.443 1.286 -2.755
62 H -1.508 2.690 -2.201
63 H -2.953 2.787 -3.187
64 H 1.078 -2.695 5.558
65 H 2.303 -1.524 6.175
66 H 2.573 -2.433 4.653
67 H -0.977 -0.884 4.920
68 H -0.331 0.763 4.712
69 H 0.042 -0.143 6.154
70 H 3.300 -0.187 4.350
71 H 2.398 0.896 5.359
72 H 2.271 1.060 3.677
73 Br 5.429 0.630 -1.445
74 C 4.919 1.846 -0.114
75 C 5.810 2.645 0.501
76 C 5.381 3.541 1.474
77 C 4.018 3.666 1.696
78 C 3.094 3.016 0.869
79 C 3.540 2.017 -0.077
80 C 2.477 1.436 -0.985
81 O 2.051 2.159 -1.896
82 O 2.070 0.237 -0.743
83 H 6.867 2.472 0.350
84 H 6.146 4.187 1.901
85 H 3.690 4.335 2.538
86 H 2.055 3.291 1.010
87 Cl 0.127 1.730 1.207

ΔE to the lowest compared entry with this formula, charge and spin: 0.0 kJ/mol
Multiplicity: 3
<S²>: 2.006
Orbital gap (alpha / beta): 7.07 / 6.16 eV
Charge: -1


Entry 5:
DFT (ωB97M-V/def2-TZVPD) results for a molecular structure, C31H44BrHgN3OP2.

Element x y z (Å)
1 C 2.568 4.917 -1.375
2 C 1.408 4.603 -2.114
3 C 1.522 4.127 -3.443
4 C 2.795 3.769 -3.877
5 N 3.859 3.930 -3.100
6 C 3.786 4.511 -1.912
7 C 0.153 4.621 -1.469
8 C -0.854 4.354 -0.840
9 C -1.767 3.580 -0.089
10 C -1.579 3.475 1.313
11 C -1.905 2.249 1.927
12 C -2.258 1.271 1.004
13 C -2.988 1.528 -0.158
14 C -2.657 2.737 -0.787
15 Hg -1.100 -0.486 1.273
16 P 1.200 -0.555 -0.322
17 H 0.674 3.958 -4.111
18 H 2.540 5.416 -0.407
19 H 2.939 3.316 -4.862
20 H 4.714 4.650 -1.358
21 H -2.922 3.015 -1.819
22 H -1.159 4.339 1.842
23 H -3.715 0.833 -0.601
24 H -1.803 2.019 2.992
25 C 1.896 -2.232 -0.102
26 C 3.142 -2.656 -0.864
27 H 1.074 -2.920 -0.339
28 H 2.066 -2.332 0.976
29 H 3.416 -3.675 -0.568
30 H 2.979 -2.671 -1.944
31 H 4.011 -2.028 -0.647
32 C 1.435 -0.092 -2.110
33 C 2.825 0.341 -2.582
34 H 0.706 0.716 -2.291
35 H 1.074 -0.950 -2.704
36 H 2.771 0.599 -3.649
37 H 3.188 1.235 -2.058
38 H 3.588 -0.444 -2.479
39 C 2.254 0.656 0.610
40 C 3.737 0.367 0.746
41 H 1.782 0.690 1.601
42 H 2.066 1.636 0.144
43 H 4.181 1.144 1.380
44 H 3.936 -0.597 1.225
45 H 4.276 0.388 -0.207
46 Br -2.252 -2.740 1.902
47 P -2.188 -2.128 -2.042
48 C -0.970 -2.817 -3.168
49 C -1.371 -4.108 -3.855
50 H -0.052 -2.981 -2.576
51 H -0.730 -2.031 -3.892
52 H -0.570 -4.407 -4.540
53 H -1.498 -4.919 -3.129
54 H -2.274 -3.994 -4.464
55 C -3.322 -3.439 -1.412
56 C -4.654 -3.562 -2.141
57 H -3.475 -3.207 -0.335
58 H -2.750 -4.380 -1.435
59 H -5.202 -4.398 -1.693
60 H -5.250 -2.645 -2.018
61 H -4.549 -3.816 -3.207
62 C -3.188 -0.868 -2.874
63 C -3.473 -1.201 -4.327
64 H -2.627 0.079 -2.789
65 H -4.111 -0.728 -2.289
66 H -3.991 -0.353 -4.784
67 H -2.548 -1.357 -4.896
68 H -4.139 -2.067 -4.431
69 N 1.024 -2.138 7.840
70 C 0.790 -0.881 7.354
71 O 0.709 0.109 8.087
72 C 0.698 -0.751 5.869
73 C 0.714 -1.854 4.999
74 C 0.659 -1.619 3.633
75 N 0.505 -0.387 3.118
76 C 0.484 0.686 3.930
77 C 0.591 0.535 5.308
78 H 1.037 -2.235 8.844
79 H 0.923 -2.970 7.277
80 H 0.755 -2.902 5.289
81 H 0.657 -2.431 2.902
82 H 0.373 1.675 3.466
83 H 0.556 1.423 5.935

Multiplicity: 1
Orbital gap (alpha / beta): 5.32 / 5.49 eV
Charge: +2